Entry 1:
{"formula": "C15H30BCl2F4N3S5SeW", "method": "the ωB97M-V functional and the def2-TZVPD basis", "symbols": ["W", "C", "C", "S", "C", "C", "S", "C", "C", "S", "C", "C", "S", "H", "H", "H", "H", "H", "H", "H", "H", "H", "H", "H", "H", "H", "H", "H", "H", "Se", "C", "N", "F", "B", "F", "F", "F", "Cl", "C", "Cl", "H", "H", "C", "N", "C", "C", "S", "N", "C", "C", "H", "H", "H", "H", "H", "H", "H", "H", "H", "H", "H", "H"], "xyz": [[-0.18, 0.28, -0.98], [-3.13, 2.45, -1.58], [-2.07, 3.25, -2.29], [-0.42, 2.87, -1.65], [-0.31, 3.87, -0.15], [0.96, 3.40, 0.54], [0.83, 1.64, 0.97], [-0.36, 1.78, 2.34], [-0.92, 0.41, 2.66], [-1.67, -0.35, 1.21], [-3.24, 0.52, 1.06], [-3.79, 0.14, -0.31], [-2.73, 0.68, -1.68], [-4.10, 2.57, -2.08], [-3.24, 2.75, -0.54], [-2.22, 4.32, -2.20], [-2.02, 3.00, -3.35], [-1.19, 3.77, 0.47], [-0.20, 4.92, -0.45], [1.16, 3.96, 1.46], [1.82, 3.49, -0.11], [-1.15, 2.48, 2.07], [0.20, 2.19, 3.18], [-1.65, 0.47, 3.46], [-0.13, -0.27, 2.98], [-3.11, 1.60, 1.18], [-3.91, 0.16, 1.84], [-4.77, 0.57, -0.48], [-3.88, -0.94, -0.40], [1.29, 0.60, -2.91], [0.21, 1.46, -4.14], [-0.51, 2.02, -4.85], [-1.86, -3.92, -0.19], [-2.28, -3.57, -1.40], [-0.82, -1.47, -1.12], [-1.69, -4.04, -2.47], [-3.34, -2.78, -1.50], [0.89, -2.90, -3.92], [-0.60, -2.65, -4.84], [-1.59, -1.34, -4.14], [-1.18, -3.56, -4.82], [-0.34, -2.36, -5.85], [0.74, -2.95, 1.33], [1.75, -2.03, 1.84], [1.92, -2.05, 3.29], [2.50, -1.26, 1.03], [1.99, -0.90, -0.60], [3.72, -0.87, 1.40], [4.59, -1.70, 2.24], [4.42, 0.23, 0.75], [0.89, -3.92, 1.80], [0.82, -3.06, 0.26], [-0.27, -2.61, 1.58], [0.93, -2.08, 3.74], [2.44, -1.16, 3.63], [2.46, -2.93, 3.63], [4.19, -2.71, 2.33], [4.74, -1.27, 3.23], [5.56, -1.77, 1.74], [3.71, 0.97, 0.38], [5.03, -0.13, -0.08], [5.07, 0.70, 1.49]], "lumo_ev": -7.312, "multiplicity": 1, "total_charge": 2, "e_tot_ha": -6557.68990, "relative_energy_kcal_mol": 12.9}

---

Entry 2:
{"formula": "C12H17N", "method": "the ωB97M-V functional and the def2-TZVPD basis", "symbols": ["C", "C", "C", "H", "H", "H", "H", "H", "H", "H", "H", "C", "C", "C", "C", "C", "C", "C", "C", "C", "N", "H", "H", "H", "H", "H", "H", "H", "H", "H"], "xyz": [[-0.07, 3.68, 0.95], [-1.17, 3.02, 1.80], [-0.12, 3.25, -0.56], [-0.29, 4.75, 0.93], [0.93, 3.53, 1.33], [-0.75, 2.06, 2.13], [0.88, 2.84, -0.70], [-0.86, 2.45, -0.67], [-2.00, 2.79, 1.11], [-1.63, 3.55, 2.63], [-0.68, 3.98, -1.14], [-0.76, -0.80, -2.98], [0.36, -1.08, -0.64], [-0.68, -1.27, -1.58], [-0.18, -1.49, 0.59], [-1.85, -1.66, -0.85], [1.75, -0.95, -0.81], [0.61, -1.32, 1.71], [2.52, -0.86, 0.35], [1.98, -1.11, 1.64], [-1.54, -1.75, 0.46], [2.21, -0.85, -1.78], [0.22, -0.87, -3.45], [-1.09, 0.25, -2.97], [-2.88, -1.69, -1.15], [-2.21, -1.84, 1.22], [0.07, -1.25, 2.65], [3.52, -0.48, 0.26], [2.49, -0.93, 2.57], [-1.47, -1.34, -3.61]], "lumo_ev": [-3.776, -6.996], "multiplicity": 2, "total_charge": 1, "e_tot_ha": -521.89295, "relative_energy_kcal_mol": 31.2}

---

Entry 3:
{"formula": "C4H5BrN3O", "method": "the ωB97M-V functional and the def2-TZVPD basis", "symbols": ["O", "C", "Br", "C", "C", "N", "N", "C", "N", "H", "H", "H", "H", "H"], "xyz": [[3.72, -0.15, -0.05], [2.42, 0.05, -0.31], [1.87, 1.80, -1.17], [1.32, -1.15, 0.10], [-0.15, -0.39, 0.11], [-0.62, -0.05, 1.51], [-1.84, 0.61, 1.25], [-2.18, 0.69, -0.25], [-1.05, 0.03, -1.02], [1.37, -2.05, -0.66], [1.56, -1.51, 1.21], [-2.40, 1.00, 2.04], [-3.12, 1.22, -0.71], [-0.88, -0.09, -2.05]], "lumo_ev": -5.320, "multiplicity": 1, "total_charge": 1, "smiles": "O=C(Br)Cc1n[nH]c[nH+]1", "e_tot_ha": -2968.49096, "relative_energy_kcal_mol": 116.9}

---

Entry 4:
{"formula": "H4S2", "method": "the ωB97M-V functional and the def2-TZVPD basis", "symbols": ["S", "H", "H", "S", "H", "H"], "xyz": [[-0.37, 1.33, 1.39], [-1.30, 0.77, 2.17], [-1.25, 1.77, 0.49], [0.73, -1.13, -1.90], [0.34, -1.94, -0.91], [1.85, -0.79, -1.25]], "lumo_ev": 0.853, "multiplicity": 1, "smiles": "S.S", "e_tot_ha": -798.74828, "relative_energy_kcal_mol": 0.7}

---

Repeat the second record exactly.
{"formula": "C12H17N", "method": "the ωB97M-V functional and the def2-TZVPD basis", "symbols": ["C", "C", "C", "H", "H", "H", "H", "H", "H", "H", "H", "C", "C", "C", "C", "C", "C", "C", "C", "C", "N", "H", "H", "H", "H", "H", "H", "H", "H", "H"], "xyz": [[-0.07, 3.68, 0.95], [-1.17, 3.02, 1.80], [-0.12, 3.25, -0.56], [-0.29, 4.75, 0.93], [0.93, 3.53, 1.33], [-0.75, 2.06, 2.13], [0.88, 2.84, -0.70], [-0.86, 2.45, -0.67], [-2.00, 2.79, 1.11], [-1.63, 3.55, 2.63], [-0.68, 3.98, -1.14], [-0.76, -0.80, -2.98], [0.36, -1.08, -0.64], [-0.68, -1.27, -1.58], [-0.18, -1.49, 0.59], [-1.85, -1.66, -0.85], [1.75, -0.95, -0.81], [0.61, -1.32, 1.71], [2.52, -0.86, 0.35], [1.98, -1.11, 1.64], [-1.54, -1.75, 0.46], [2.21, -0.85, -1.78], [0.22, -0.87, -3.45], [-1.09, 0.25, -2.97], [-2.88, -1.69, -1.15], [-2.21, -1.84, 1.22], [0.07, -1.25, 2.65], [3.52, -0.48, 0.26], [2.49, -0.93, 2.57], [-1.47, -1.34, -3.61]], "lumo_ev": [-3.776, -6.996], "multiplicity": 2, "total_charge": 1, "e_tot_ha": -521.89295, "relative_energy_kcal_mol": 31.2}